# 1
Formula: C6H11O2
Source: the Open Molecules 2025 dataset
Level of theory: ωB97M-V with the def2-TZVPD basis set

Each line ends with the natural charge from an NBO analysis.
Atoms and positions in Å:
C  1.32475  -1.06914  1.74857  -0.617
C  0.90005  0.20505  1.04375  -0.413
C  -0.42765  0.29576  0.35626  -0.195
C  -0.86127  -1.12188  -0.22344  -0.619
C  -0.47364  1.29000  -0.78340  -0.546
C  -0.72501  0.83215  -2.34560  0.790
O  0.35239  0.79908  -2.95208  -0.778
O  -1.90955  0.64540  -2.68541  -0.786
H  1.50355  -0.70859  2.78669  0.198
H  2.13618  -1.48784  1.26173  0.204
H  0.60996  -1.79717  1.64230  0.206
H  1.04616  1.18441  1.54176  0.188
H  1.47622  0.32956  0.19434  0.210
H  -1.25375  0.56473  1.12023  0.162
H  -0.01660  -1.47469  -1.00007  0.204
H  -1.05791  -1.67289  0.56277  0.170
H  -1.75040  -0.91032  -0.79219  0.243
H  -1.34481  2.05619  -0.65713  0.196
H  0.47134  2.04017  -0.81909  0.185

Cartesian forces (eV/Å) of the 2 atoms listed first:
C -0.25 3.31 1.77
C -0.36 1.27 -0.37

Summary:
SMILES: CC[C@H](C)CC(=O)[O-]
ΔE to the lowest compared entry with this formula, charge and spin (kJ/mol): 189.59
Largest force on an atom (eV Å⁻¹): 6.7
E_tot (Ha): -385.688432
Net charge: -1
Kohn-Sham gap (eV): 7.436
LUMO (eV): 3.72

=====

# 2
Formula: C6H11O2
Source: the Open Molecules 2025 dataset
Level of theory: ωB97M-V with the def2-TZVPD basis set

Each line ends with the natural charge from an NBO analysis.
Atoms and positions in Å:
C  -1.16287  2.66611  0.07376  0.707
C  -1.06986  0.72110  1.13120  -0.129
C  -0.28295  -0.45240  -1.04909  -0.450
C  -0.07074  0.70729  -0.09475  0.294
C  -0.23138  -1.78297  -0.32725  -0.636
C  1.47394  0.82066  0.23444  -0.655
O  -1.46964  2.06897  1.12327  -0.356
O  -0.38059  2.11860  -0.83919  -0.395
H  -1.43143  3.70959  -0.10889  0.238
H  -1.90351  0.06840  1.02826  0.235
H  -0.68929  0.56309  2.14254  0.249
H  0.43232  -0.41242  -1.75906  0.231
H  -1.29077  -0.26242  -1.61030  0.227
H  -0.40491  -2.66244  -1.03625  0.267
H  -1.10912  -1.90900  0.46337  0.208
H  0.74005  -1.98731  0.32162  0.236
H  2.14960  0.34897  -0.41586  0.247
H  1.72506  0.40900  1.25954  0.244
H  1.69666  1.88278  0.24956  0.238

Cartesian forces (eV/Å) of the 2 atoms listed first:
C 2.32 0.84 -3.36
C 2.20 -0.34 -0.60

Summary:
ΔE to the lowest compared entry with this formula, charge and spin (kJ/mol): 0.00
Largest force on an atom (eV Å⁻¹): 4.6
E_tot (Ha): -385.377389
Net charge: +1
Kohn-Sham gap (eV): 11.090
LUMO (eV): -4.57

=====

# 3
Formula: C6H11O3
Source: the Open Molecules 2025 dataset
Level of theory: ωB97M-V with the def2-TZVPD basis set

Each line ends with the Löwdin spin population.
Atoms and positions in Å:
O  -0.59783  -0.89080  0.77378  1.063
O  -0.23458  0.29963  0.50963  1.054
H  -0.70161  -1.10217  3.09454  0.028
C  -1.22571  -1.72687  2.37268  0.608
C  -0.56936  -3.06629  2.17171  0.067
C  -1.12886  -4.25237  2.93867  0.022
C  -2.66608  -4.31024  3.03348  0.002
C  -3.23423  -2.97628  3.49603  0.032
C  -2.71848  -1.74874  2.69160  0.078
O  -3.10782  -0.61029  3.46857  0.003
H  -0.46655  -3.30352  1.09205  0.019
H  0.46093  -2.86065  2.49000  0.000
H  -0.76775  -5.16781  2.48252  0.002
H  -0.72497  -4.23345  3.94459  0.000
H  -3.08978  -4.59743  2.05987  0.001
H  -2.97785  -5.12021  3.71645  0.001
H  -4.33631  -3.00080  3.44725  0.003
H  -2.96084  -2.81685  4.54885  0.000
H  -3.31700  -1.74183  1.76808  0.016
H  -2.69956  0.17281  3.06815  0.001

Cartesian forces (eV/Å) of the 2 atoms listed first:
O 2.44 6.10 -4.10
O -0.97 -3.67 0.39

Summary:
2S+1: 4
ΔE to the lowest compared entry with this formula, charge and spin (kJ/mol): 194.62
Largest force on an atom (eV Å⁻¹): 7.7
E_tot (Ha): -460.669356
Expectation value of S²: 3.76
Kohn-Sham gap (alpha / beta) (eV): 7.600 / 7.949
LUMO (alpha / beta) (eV): 0.87 / -2.02

=====

# 4
Formula: C6H11O3S
Source: the Open Molecules 2025 dataset
Level of theory: ωB97M-V with the def2-TZVPD basis set

Each line ends with the natural charge from an NBO analysis.
Atoms and positions in Å:
C  -1.80638  0.29863  -1.04455  -0.438
C  -2.70740  -0.48315  -0.12409  -0.407
C  -2.16586  0.74290  0.35925  -0.374
C  3.32968  0.62619  0.36833  -0.640
C  -1.21097  0.70166  1.41580  0.436
C  2.21669  0.20468  -0.55160  -0.751
O  1.01182  -2.68250  0.11461  -1.040
O  0.72143  -1.17401  -1.98778  -1.026
O  -1.27926  1.50683  2.29568  -0.560
S  1.90309  -1.36711  -1.09788  1.318
H  -0.73210  -0.12004  -1.26439  0.311
H  -2.44308  0.76221  -1.92351  0.209
H  -3.88821  -0.42431  -0.30884  0.207
H  -2.21338  -1.37762  0.26159  0.222
H  -2.85946  1.58688  0.52538  0.219
H  4.00946  1.40461  -0.15877  0.183
H  3.00600  1.18948  1.31630  0.184
H  3.79244  -0.32370  0.74372  0.211
H  -0.36360  0.05371  1.34710  0.130
H  1.41940  0.95688  -0.69539  0.190
H  0.25971  -2.08223  0.40905  0.415

Cartesian forces (eV/Å) of the 2 atoms listed first:
C -0.40 -0.06 -1.87
C -2.64 -2.14 -1.42

Summary:
ΔE to the lowest compared entry with this formula, charge and spin (kJ/mol): 262.76
Largest force on an atom (eV Å⁻¹): 3.7
E_tot (Ha): -859.014419
Net charge: -1
Kohn-Sham gap (eV): 6.875
LUMO (eV): 3.54

=====

# 5
Formula: C6H11O5
Source: the Open Molecules 2025 dataset
Level of theory: ωB97M-V with the def2-TZVPD basis set

Each line ends with the natural charge from an NBO analysis.
Atoms and positions in Å:
C  -0.32722  -1.50623  0.52482  0.032
C  -1.17245  -0.44453  -0.31194  0.057
C  0.84412  -0.54562  0.94952  0.014
C  -1.03710  0.88949  0.52293  0.064
C  1.81145  -0.30703  -0.22747  0.287
C  -0.95695  2.03850  -0.51418  -0.645
O  2.81072  0.62902  -0.04514  -0.193
O  0.23163  -2.53495  -0.28462  -0.696
O  -0.65252  -0.23456  -1.57009  -0.694
O  0.25408  0.82652  1.11103  -0.456
O  1.61746  0.92045  -0.78214  -0.247
H  -0.70376  -1.76975  1.51359  0.217
H  -2.27724  -0.85403  -0.21495  0.215
H  1.46001  -0.86925  1.93876  0.274
H  -1.61865  0.87569  1.45278  0.241
H  1.93126  -1.05230  -0.98966  0.230
H  -0.25775  1.87799  -1.22002  0.248
H  -0.80655  2.90879  0.06336  0.234
H  -1.94696  2.20384  -0.96332  0.264
H  0.37125  -3.20387  0.38805  0.504
H  -0.41620  -1.16843  -1.84779  0.507
H  0.84135  1.32026  0.50647  0.543

Cartesian forces (eV/Å) of the 2 atoms listed first:
C 1.74 3.12 -0.42
C -2.58 -1.37 3.22

Summary:
ΔE to the lowest compared entry with this formula, charge and spin (kJ/mol): 464.64
Largest force on an atom (eV Å⁻¹): 5.6
E_tot (Ha): -610.934303
Net charge: +1
Kohn-Sham gap (eV): 11.880
LUMO (eV): -3.08

=====

# 6
Formula: C6H11O7Zn
Source: the Open Molecules 2025 dataset
Level of theory: ωB97M-V with the def2-TZVPD basis set

Each line ends with the natural charge from an NBO analysis.
Atoms and positions in Å:
Zn  -2.29272  4.00611  -19.49774  1.709
C  -2.79646  7.58196  -18.95326  -0.719
C  -1.40392  6.96888  -18.89893  0.783
O  -0.48934  7.61162  -18.35413  -0.723
O  -1.27377  5.80665  -19.39901  -0.891
H  -3.42775  7.44064  -18.07986  0.221
H  -3.33081  7.17883  -19.81839  0.184
H  -2.70661  8.66096  -19.12031  0.200
C  -0.84673  0.57984  -20.85932  -0.718
C  -1.38326  1.82799  -20.18537  0.755
O  -0.68882  2.88096  -20.24942  -0.798
O  -2.52716  1.90193  -19.65286  -0.795
H  -1.46366  -0.30173  -20.70512  0.213
H  0.10057  0.38609  -20.34856  0.228
H  -0.65958  0.77786  -21.90926  0.222
C  -4.38758  4.29150  -16.05005  -0.719
C  -3.54782  4.28480  -17.31661  0.769
O  -2.35285  3.90718  -17.33200  -0.771
O  -4.09772  4.58209  -18.42620  -0.837
H  -5.03819  3.42547  -16.06114  0.224
H  -4.87896  5.26077  -15.95389  0.217
H  -3.70228  4.29596  -15.19822  0.216
O  -3.17901  4.49373  -21.27666  -0.968
H  -3.59335  5.29211  -21.62005  0.503
H  -3.04913  3.91223  -22.03605  0.492

Cartesian forces (eV/Å) of the 2 atoms listed first:
Zn 0.57 1.16 1.65
C -0.31 0.71 -0.94

Summary:
ΔE to the lowest compared entry with this formula, charge and spin (kJ/mol): 57.70
Largest force on an atom (eV Å⁻¹): 2.1
E_tot (Ha): -2541.434629
Net charge: -1
Kohn-Sham gap (eV): 7.380
LUMO (eV): 2.47

=====

# 7
Formula: C6H11P
Source: the Open Molecules 2025 dataset
Level of theory: ωB97M-V with the def2-TZVPD basis set

Each line ends with the natural charge from an NBO analysis.
Atoms and positions in Å:
C  -0.74029  0.18541  0.50188  0.064
C  1.17822  0.03593  0.12251  -0.372
C  0.30379  1.22987  0.58010  -0.352
C  0.16886  -0.96025  0.58292  -0.372
C  0.31439  2.55296  -0.22481  -0.600
C  -0.09809  -2.28066  -0.34233  -0.629
P  -3.05209  -0.24381  -0.19766  0.218
H  1.19706  0.07235  -0.99659  0.200
H  2.18016  -0.00382  0.38773  0.209
H  0.53172  1.50286  1.55528  0.214
H  0.52030  -1.36074  1.56367  0.223
H  -0.63382  3.24523  -0.02805  0.217
H  0.22636  2.41227  -1.40933  0.208
H  1.11438  3.19817  -0.04824  0.213
H  -0.94564  -2.13231  -1.18105  0.218
H  -0.50641  -3.16291  0.20627  0.214
H  0.84663  -2.76093  -0.82434  0.220
H  -2.60554  -1.52962  -0.24799  -0.094

Cartesian forces (eV/Å) of the 2 atoms listed first:
C -5.39 -0.90 -0.59
C 0.01 1.31 -3.11

Summary:
ΔE to the lowest compared entry with this formula, charge and spin (kJ/mol): 520.15
Largest force on an atom (eV Å⁻¹): 5.5
E_tot (Ha): -576.319500
Kohn-Sham gap (alpha / beta) (eV): 6.519 / 8.731
LUMO (alpha / beta) (eV): -0.92 / 0.20

=====

# 8
Formula: C6H11P
Source: the Open Molecules 2025 dataset
Level of theory: ωB97M-V with the def2-TZVPD basis set

Each line ends with the natural charge from an NBO analysis.
Atoms and positions in Å:
C  0.35196  0.60266  1.69259  -0.655
C  -0.62174  -0.10179  0.86013  0.062
C  -0.90096  -1.40006  0.67561  -0.278
C  -1.94536  -1.43098  -0.37053  -0.194
C  -2.30005  -0.26705  -0.80019  -0.232
C  -1.57293  0.76757  -0.00447  -0.472
H  0.13987  0.24650  2.73325  0.227
H  0.31730  1.61764  1.55420  0.212
H  1.41343  0.25456  1.53620  0.232
H  -0.50894  -2.32381  1.07290  0.216
H  -2.22059  -2.38662  -0.73314  0.200
H  -3.14096  -0.16545  -1.48175  0.215
H  -1.00524  1.47741  -0.56316  0.229
H  -2.16503  1.45552  0.75452  0.236
P  3.42451  0.23925  -1.26528  0.009
H  4.82009  0.24001  -1.62129  0.004
H  2.92299  -0.34298  -2.40915  -0.006
H  2.99164  1.51762  -1.63045  -0.005

Cartesian forces (eV/Å) of the 2 atoms listed first:
C 1.62 -3.66 1.83
C -0.71 0.52 -0.95

Summary:
SMILES: CC1=CC=CC1.P
ΔE to the lowest compared entry with this formula, charge and spin (kJ/mol): 113.68
Largest force on an atom (eV Å⁻¹): 4.4
E_tot (Ha): -576.474315
Kohn-Sham gap (eV): 9.134
LUMO (eV): 0.93

=====

# 9
Formula: C6H12
Source: the Open Molecules 2025 dataset
Level of theory: ωB97M-V with the def2-TZVPD basis set

Each line ends with the Löwdin spin population.
Atoms and positions in Å:
C  1.68652  -0.10766  -1.65373  0.007
C  0.26494  0.44454  -1.47265  0.055
C  -0.32439  0.16866  -0.11206  0.287
C  0.15795  -0.73762  0.83574  0.294
C  0.00886  -0.55964  2.33380  0.073
C  -1.73113  0.75433  0.04149  0.089
H  1.96034  -0.79038  -0.85796  0.002
H  2.47088  0.65213  -1.60201  0.000
H  1.82509  -0.65504  -2.59061  0.002
H  0.33421  1.52252  -1.58792  0.012
H  -0.38103  -0.01180  -2.25002  0.025
H  0.41167  -1.78493  0.56515  0.066
H  0.94011  -0.89743  2.82315  0.020
H  -0.02449  0.52350  2.53605  0.007
H  -0.82981  -1.06085  2.83588  0.011
H  -1.92419  0.90043  1.09857  0.004
H  -2.42916  0.01798  -0.41280  0.044
H  -1.91827  1.65842  -0.55717  0.002

Cartesian forces (eV/Å) of the 2 atoms listed first:
C 0.41 -0.21 -0.14
C 0.51 -1.12 0.53

Summary:
2S+1: 2
ΔE to the lowest compared entry with this formula, charge and spin (kJ/mol): 96.11
Largest force on an atom (eV Å⁻¹): 1.3
E_tot (Ha): -235.697652
Expectation value of S²: 0.76
Net charge: -1
Kohn-Sham gap (alpha / beta) (eV): 3.755 / 6.389
LUMO (alpha / beta) (eV): 4.57 / 4.45

=====

# 10
Formula: C6H12
Source: the Open Molecules 2025 dataset
Level of theory: ωB97M-V with the def2-TZVPD basis set

Each line ends with the natural charge from an NBO analysis.
Atoms and positions in Å:
C  -1.93619  0.32558  0.80548  -0.599
C  -0.60070  -0.34361  0.49851  -0.218
C  0.63679  0.47868  0.95681  -0.407
C  1.58505  0.54146  -0.25871  -0.402
C  1.15257  -0.63761  -1.13634  -0.400
C  -0.36947  -0.59938  -1.00299  -0.399
H  -1.98308  1.32214  0.34759  0.199
H  -2.08794  0.44467  1.88444  0.207
H  -2.77430  -0.26143  0.41230  0.207
H  -0.57618  -1.31597  1.01035  0.194
H  1.12702  -0.00779  1.80657  0.205
H  0.34832  1.47919  1.29937  0.204
H  1.42365  1.47462  -0.81127  0.195
H  2.64268  0.51480  0.02083  0.209
H  1.51128  -0.57067  -2.16859  0.209
H  1.53562  -1.57775  -0.71935  0.193
H  -0.76522  0.24172  -1.59149  0.192
H  -0.86989  -1.50864  -1.35351  0.210

Cartesian forces (eV/Å) of the 2 atoms listed first:
C -0.05 0.03 0.00
C -0.01 -0.05 0.01

Summary:
SMILES: CC1CCCC1
ΔE to the lowest compared entry with this formula, charge and spin (kJ/mol): 8.81
Largest force on an atom (eV Å⁻¹): 0.2
E_tot (Ha): -235.814869
Kohn-Sham gap (eV): 12.143
LUMO (eV): 1.25

=====

# 11
Formula: C6H12
Source: the Open Molecules 2025 dataset
Level of theory: ωB97M-V with the def2-TZVPD basis set

Each line ends with the natural charge from an NBO analysis.
Atoms and positions in Å:
C  -0.57625  1.50897  0.11272  -0.604
C  0.23158  0.21477  0.04913  -0.040
C  1.71091  0.50243  0.26279  -0.602
C  -0.38922  -0.92229  0.90918  -0.401
C  -1.11988  -1.43927  -0.34345  -0.401
C  -0.13085  -0.62648  -1.20590  -0.401
H  -0.24758  2.20669  -0.66775  0.207
H  -1.64783  1.33016  -0.03287  0.206
H  -0.44662  2.00761  1.08102  0.207
H  2.09322  1.18112  -0.51017  0.207
H  2.30466  -0.41800  0.22157  0.205
H  1.88870  0.97593  1.23651  0.207
H  0.38500  -1.62392  1.23825  0.201
H  -1.00038  -0.64810  1.77487  0.202
H  -2.13770  -1.04507  -0.41466  0.199
H  -1.16228  -2.52181  -0.48169  0.204
H  -0.53181  -0.08265  -2.06862  0.202
H  0.72005  -1.23135  -1.53919  0.202

Cartesian forces (eV/Å) of the 2 atoms listed first:
C -0.06 0.04 0.00
C 0.10 0.11 0.02

Summary:
SMILES: CC1(C)CCC1
ΔE to the lowest compared entry with this formula, charge and spin (kJ/mol): 76.59
Largest force on an atom (eV Å⁻¹): 0.2
E_tot (Ha): -235.789052
Kohn-Sham gap (eV): 11.507
LUMO (eV): 1.03

=====

# 12
Formula: C6H12
Source: the Open Molecules 2025 dataset
Level of theory: ωB97M-V with the def2-TZVPD basis set

Each line ends with the natural charge from an NBO analysis.
Atoms and positions in Å:
C  -0.35046  -0.76395  1.75420  -0.709
C  -0.23704  -1.27941  0.34765  -0.042
C  1.12410  -1.84581  0.04945  -0.711
C  0.07802  0.72172  -0.59215  -0.327
C  -0.41049  1.46674  -1.79833  -0.416
C  -0.84536  1.87973  -0.41604  -0.429
H  -1.21088  -0.10297  1.89439  0.223
H  -0.53645  -1.65724  2.36981  0.244
H  0.55157  -0.27683  2.16594  0.180
H  -0.50699  -0.33869  -0.53920  0.241
H  1.31073  -1.94496  -1.02469  0.223
H  1.97978  -1.32853  0.52091  0.177
H  1.10637  -2.86573  0.46142  0.245
H  1.11894  0.79345  -0.29551  0.224
H  0.30555  2.08648  -2.33188  0.218
H  -1.15293  0.99298  -2.43621  0.220
H  -1.87632  1.66597  -0.14000  0.220
H  -0.44816  2.79706  0.01025  0.219

Cartesian forces (eV/Å) of the 2 atoms listed first:
C -0.06 0.04 0.02
C 0.24 0.02 0.21

Summary:
ΔE to the lowest compared entry with this formula, charge and spin (kJ/mol): 501.95
Largest force on an atom (eV Å⁻¹): 0.3
E_tot (Ha): -235.627040
Kohn-Sham gap (eV): 8.747
LUMO (eV): 1.09